# 1
{
  "formula": "C23H25N3O4S2",
  "method": "ωB97M-V/def2-TZVPD",
  "elements": ["S", "S", "O", "O", "O", "O", "N", "N", "N", "C", "C", "C", "C", "C", "C", "C", "C", "C", "C", "C", "C", "C", "C", "C", "C", "C", "C", "C", "C", "C", "C", "C", "H", "H", "H", "H", "H", "H", "H", "H", "H", "H", "H", "H", "H", "H", "H", "H", "H", "H", "H", "H", "H", "H", "H", "H", "H"],
  "coordinates": [[-0.53760, 2.17108, 0.22566], [4.98897, -1.11648, -0.07105], [-2.05750, -1.20437, 0.37309], [-0.21111, 2.96539, 1.37658], [-0.02631, 2.58761, -1.04644], [0.18575, -2.20151, 2.36136], [1.98218, -0.94976, 1.78478], [3.36505, 0.96667, 0.37677], [0.02761, 0.62884, 0.52806], [3.05284, 2.25691, 0.35371], [5.14523, 2.82624, -0.63032], [0.82650, -0.18112, -1.57689], [-1.12762, -2.13284, -1.67791], [0.67961, -1.13898, 2.04051], [4.54054, 0.58687, -0.09757], [-0.14196, 0.14390, 1.88353], [-3.07797, 2.02366, 1.24989], [3.43818, -2.05381, 0.16683], [-4.20366, -2.23370, -0.19746], [-4.20096, 1.33072, -1.19643], [-0.10107, -0.27303, -0.54999], [5.47633, 1.48684, -0.60960], [3.90475, 3.22512, -0.14389], [0.78724, -1.05624, -2.64836], [-2.90029, -2.32231, 0.58989], [-4.99032, 1.40555, -0.05858], [-0.17950, -2.04385, -2.68231], [2.89651, -2.04628, 1.59448], [-2.84536, 1.59937, -1.11341], [-2.30574, 1.94854, 0.10862], [-4.43365, 1.75219, 1.16262], [-1.12466, -1.23702, -0.61374], [-2.36317, -3.25063, 0.37116], [2.69724, -1.66142, -0.52967], [-5.05380, 1.80843, 2.04454], [2.07797, 2.50845, 0.74624], [1.51555, -0.97486, -3.44031], [-2.19850, 1.55446, -1.97542], [2.34151, -2.96916, 1.78880], [0.23560, 0.93021, 2.54070], [3.60549, 4.25989, -0.14912], [-1.88365, -2.89905, -1.74082], [1.57233, 0.59455, -1.51639], [5.84114, 3.55195, -1.02494], [-4.73132, -1.32127, 0.06868], [-0.21018, -2.74733, -3.50076], [-6.04798, 1.19491, -0.12519], [-2.61196, 2.30783, 2.18013], [6.42246, 1.12298, -0.97690], [3.72056, -3.06278, -0.13289], [3.72348, -1.97641, 2.30971], [-1.18641, -0.07298, 2.13123], [-3.11483, -2.30073, 1.66225], [-4.64095, 1.05909, -2.14417], [-4.01706, -2.21826, -1.26836], [-4.82990, -3.08941, 0.04001], [2.30440, -0.06264, 1.37902]],
  "fmax_ev_per_a": 1.201,
  "e_tot_ha": -2153.06012,
  "e_homo_ev": -8.5,
  "mol_weight_g_mol": 471.60,
  "e_lumo_ev": 0.67,
  "orbital_gap_ev": 9.14
}



# 2
{
  "formula": "C2H3NO3",
  "method": "ωB97M-V/def2-TZVPD",
  "elements": ["O", "O", "O", "N", "C", "C", "H", "H", "H"],
  "coordinates": [[0.06968, 1.72749, 0.01260], [2.05223, -1.07874, 0.50152], [-1.84715, 0.35052, 0.39977], [-0.90266, -0.65970, 0.17329], [0.67741, 0.73027, 0.02028], [1.53334, -0.34089, -0.28527], [-1.83459, 0.76492, 1.39254], [-1.29960, -1.06978, -0.79326], [1.55133, -0.42409, -1.42149]],
  "fmax_ev_per_a": 4.497,
  "e_tot_ha": -358.28307,
  "e_homo_ev": [-8.6, -8.4],
  "mol_weight_g_mol": 89.05,
  "e_lumo_ev": [-0.45, -0.45],
  "orbital_gap_ev": [8.17, 7.96]
}



# 3
{
  "formula": "C4H10NS",
  "method": "ωB97M-V/def2-TZVPD",
  "elements": ["S", "N", "C", "C", "C", "C", "H", "H", "H", "H", "H", "H", "H", "H", "H", "H"],
  "coordinates": [[-2.56397, 0.33625, -0.37615], [0.15723, 0.24491, -0.00373], [0.86919, 1.07803, 0.84814], [-2.05610, -1.01103, 0.29763], [-0.28140, -1.04011, 0.46886], [0.89053, 0.08402, -1.31509], [0.15367, -1.98074, 0.02180], [0.22199, -0.00129, -2.22759], [-0.29115, -1.11278, 1.56438], [-2.49273, -1.87855, 0.52109], [1.53213, 1.00674, -1.59538], [1.96210, 0.92131, 0.95948], [1.57820, -0.83958, -1.20794], [-0.78767, 0.69895, -0.30882], [0.26811, 1.29722, 1.74125], [0.83988, 2.19666, 0.61208]],
  "fmax_ev_per_a": 7.012,
  "e_tot_ha": -610.99475,
  "e_homo_ev": -14.2,
  "mol_weight_g_mol": 104.20,
  "e_lumo_ev": -5.01,
  "charge": 1,
  "orbital_gap_ev": 9.16
}



# 4
{
  "formula": "C3HOS4",
  "method": "ωB97M-V/def2-TZVPD",
  "elements": ["S", "S", "S", "S", "O", "C", "C", "C", "H"],
  "coordinates": [[1.83380, -2.67222, 0.03953], [0.96301, 2.75298, 0.05151], [3.89960, -0.67967, -0.02361], [4.44513, 1.23928, -0.02720], [-0.09178, -0.63902, -0.04416], [1.22180, -0.06449, 0.07233], [1.29105, 1.24281, -0.05336], [2.25036, -1.08119, 0.08954], [-0.75095, -0.21561, -0.58148]],
  "fmax_ev_per_a": 2.322,
  "e_tot_ha": -1782.90445,
  "e_homo_ev": -3.2,
  "mol_weight_g_mol": 181.31,
  "e_lumo_ev": 2.58,
  "charge": -1,
  "orbital_gap_ev": 5.78
}



# 5
{
  "formula": "C44H37AgN10OP2Si",
  "method": "ωB97M-V/def2-TZVPD",
  "elements": ["Ag", "P", "P", "Si", "O", "N", "N", "N", "N", "N", "N", "N", "N", "N", "N", "C", "C", "C", "C", "C", "C", "C", "C", "C", "C", "C", "C", "C", "C", "C", "C", "C", "C", "C", "C", "C", "C", "C", "C", "C", "C", "C", "C", "C", "C", "C", "C", "C", "C", "C", "C", "C", "C", "C", "C", "C", "C", "C", "C", "H", "H", "H", "H", "H", "H", "H", "H", "H", "H", "H", "H", "H", "H", "H", "H", "H", "H", "H", "H", "H", "H", "H", "H", "H", "H", "H", "H", "H", "H", "H", "H", "H", "H", "H", "H", "H"],
  "coordinates": [[0.98094, -0.35800, -0.42381], [0.23961, -2.64733, 0.19014], [0.85934, -0.68055, 2.23565], [-0.57010, 2.80011, -1.40982], [0.35074, 1.79411, -0.64188], [4.01019, -0.24678, -2.96181], [5.46433, -0.60991, 0.15965], [0.26495, -2.29486, 1.88399], [1.15578, -0.75393, -4.83607], [4.16250, -0.87111, 0.42914], [1.70691, -0.91173, -2.71889], [3.43272, -0.71899, -0.66795], [0.71519, -1.12187, -3.59420], [5.59181, -0.38560, -1.17422], [2.44775, -0.40007, -4.75707], [-2.64624, 0.09507, 4.17626], [-2.95736, 1.37654, 3.74605], [2.76333, -0.48238, -3.44937], [1.60723, 0.02372, 4.77551], [2.42994, -1.46925, 6.44673], [-0.92462, 1.41236, 2.47290], [-2.39533, -3.04788, 0.73170], [3.11724, -4.57007, -1.87099], [-2.40331, 2.38876, -1.05069], [-2.49766, -5.62300, -0.27251], [0.30538, 6.20729, 0.78384], [-0.37159, 2.73728, -3.29506], [-1.29975, -3.56339, 0.00101], [-0.29440, 4.58321, -0.93005], [2.55980, -2.49995, 5.51424], [-3.55340, -5.14328, 0.46310], [-4.73067, 3.03133, -0.73111], [1.90759, -0.23840, 6.10745], [-2.08882, 2.02833, 2.86859], [0.12656, 7.25191, -0.10362], [0.11253, 4.87941, 0.36344], [-1.46865, -0.49794, 3.78336], [-0.60569, 0.11628, 2.90507], [3.83991, -5.24075, -0.88563], [-3.45849, -3.89549, 1.03518], [4.35792, -0.44460, -1.66631], [0.00342, 2.24159, -6.03572], [-3.38759, 3.37737, -0.87693], [1.65786, -0.99279, 3.82997], [-4.14559, 0.68818, -0.93311], [-1.39508, -4.83865, -0.60965], [2.28905, -4.50120, 0.80800], [1.08304, 2.58304, -5.23963], [-5.08293, 1.67757, -0.70977], [3.37672, -5.28604, 0.43914], [-2.79848, 1.05520, -1.07221], [-1.43953, 2.50154, -4.11056], [-0.27194, 7.00089, -1.38374], [-1.25097, 2.18876, -5.46145], [-0.45440, 5.67794, -1.80341], [2.14510, -2.24940, 4.20025], [1.90890, -3.97964, -1.51859], [0.91319, 2.84082, -3.87036], [1.59473, -3.76471, -0.17374], [-4.20843, -3.56286, 1.74126], [-0.57345, 7.81802, -2.04552], [0.15345, 1.99283, -7.07419], [-0.86615, 5.55726, -2.80351], [-6.09734, 1.40283, -0.53818], [-2.06394, 1.90365, -6.08429], [-2.37454, -2.04465, 1.11806], [2.77089, -1.65118, 7.43622], [2.97204, -3.46670, 5.77167], [4.75394, -0.07395, -3.63409], [0.23160, 4.10908, 1.13038], [0.47161, 6.39357, 1.82985], [2.07203, 2.70957, -5.67413], [1.75984, 0.51121, 6.85433], [-3.12725, 4.43577, -0.80288], [-2.29212, 3.01934, 2.49551], [-3.91081, 1.81617, 3.98689], [1.22304, 1.00313, 4.50529], [-5.51822, 3.77748, -0.51092], [-2.49064, -6.69323, -0.52737], [3.44163, -4.60122, -2.90790], [-0.62267, -5.25902, -1.26283], [-4.44431, -5.74500, 0.63342], [3.90116, -5.89783, 1.15742], [0.32091, 8.24782, 0.22777], [1.92581, -4.50156, 1.82971], [-2.45405, 2.55173, -3.77268], [-3.32118, -0.41462, 4.85623], [-0.58387, -2.58596, 2.38081], [4.70288, -5.83554, -1.19139], [1.78022, 3.07370, -3.23158], [-2.02293, 0.29751, -1.14377], [-0.29258, 1.89650, 1.75252], [1.23159, -3.58001, -2.28515], [-4.42269, -0.34874, -0.98500], [-1.20262, -1.44860, 4.20131], [2.18750, -3.03558, 3.45637]],
  "fmax_ev_per_a": 3.118,
  "e_tot_ha": -3440.95489,
  "e_homo_ev": -1.3,
  "mol_weight_g_mol": 919.75,
  "e_lumo_ev": 3.91,
  "charge": -2,
  "orbital_gap_ev": 5.22
}